Formula: C85H184N10O11
Source: the OMol25 dataset
Level of theory: ωB97M-V/def2-TZVPD

## Properties
structure (SMILES)	CC1(C)CCCC(C)(C)N1O.CC1(C)CCCC(C)(C)N1O.CC1(C)CCCC(C)(C)N1O.CC1(C)CCCC(C)(C)N1O.CC1(C)CCCC(C)(C)N1O.CC1(C)CCCC(C)(C)N1O.CC1(C)CCCC(C)(C)N1O.CC1(C)CCCC(C)(C)N1O.CC1(C)CCCC(C)(C)N1O.COC[C@H](C)N.O
calculated total energy	-128540.9198	eV
HOMO-LUMO gap	0.32498	Eh
total charge	0

Each atom is followed by the atoms it is bonded to, with distances in Å.
Atoms and positions in Å:
1 O -3.747 -0.512 -2.166  H135 0.964, H240 0.979
2 O 1.336 -1.657 -2.955  N17 1.435, H204 0.954
3 O -4.348 -3.317 -0.580  N12 1.461, H284 0.946
4 O -4.569 -0.554 -5.982  N20 1.472, H189 0.939
5 O 0.416 -0.351 1.233  C33 1.440, C104 1.408
6 O 4.197 4.544 5.513  N15 1.408, H156 0.960
7 O -0.263 -6.452 -7.714  N16 1.432, H269 0.952
8 O 2.491 6.474 1.208  N19 1.417, H246 0.995
9 O -3.835 4.643 2.374  N18 1.487, H205 0.967
10 O 6.050 -3.753 1.197  N14 1.417, H138 0.964
11 O -1.158 -1.041 7.340  N21 1.438, H214 0.945
12 N -5.547 -4.089 -0.264  O3 1.461, C25 1.527, C80 1.474
13 N -0.916 -1.354 -0.842  C74 1.423, H247 0.997, H273 1.042
14 N 5.192 -3.109 2.122  O10 1.417, C28 1.452, C84 1.495
15 N 3.517 3.503 6.174  O6 1.408, C79 1.524, C91 1.484
16 N -0.124 -5.401 -6.752  O7 1.432, C36 1.469, C54 1.464
17 N 2.308 -0.663 -2.599  O2 1.435, C58 1.493, C88 1.513
18 N -3.389 4.971 0.994  O9 1.487, C27 1.506, C70 1.503
19 N 3.654 6.161 0.462  O8 1.417, C42 1.477, C92 1.493
20 N -4.479 0.599 -5.071  O4 1.472, C64 1.523, C99 1.427
21 N -2.034 -1.209 6.213  O11 1.438, C29 1.477, C96 1.492
22 C -0.700 -3.722 -8.560  C36 1.557, H107 1.036, H122 1.080, H143 1.055
23 C -6.616 1.593 -6.110  C64 1.571, H182 1.102, H201 1.111, H242 1.066
24 C 4.736 -0.077 -2.466  C88 1.591, C97 1.518, H134 1.062, H238 1.091
25 C -5.201 -5.514 -0.689  N12 1.527, C61 1.532, C68 1.560, C87 1.518
26 C -1.263 1.135 5.465  C96 1.554, H184 1.087, H239 1.122, H259 1.129
27 C -1.971 5.461 1.122  N18 1.506, C40 1.553, C66 1.509, C85 1.540
28 C 4.585 -4.052 3.046  N14 1.452, C38 1.600, C56 1.572, C103 1.478
29 C -1.384 -2.165 5.293  N21 1.477, C39 1.563, C65 1.575, C75 1.532
30 C -3.142 4.058 -1.250  C70 1.578, C83 1.470, H256 1.079, H265 1.115
31 C 5.656 2.162 6.575  C91 1.569, H109 1.091, H114 1.101, H117 1.087
32 C -6.175 -2.400 1.307  C80 1.515, H128 1.067, H186 1.129, H200 1.092
33 C 1.571 0.374 1.696  O5 1.440, H236 1.086, H248 1.107, H288 1.124
34 C -1.100 -6.753 -5.089  C54 1.521, H120 1.070, H181 1.058, H183 1.105
35 C 3.083 1.544 -3.175  C58 1.496, C97 1.507, H148 1.120, H170 1.085
36 C 0.290 -4.174 -7.446  N16 1.469, C22 1.557, C48 1.544, C101 1.536
37 C 2.355 4.468 -0.913  C92 1.525, H111 1.099, H174 1.123, H231 1.082
38 C 5.587 -5.147 3.644  C28 1.600, H154 1.126, H188 1.091, H226 1.120
39 C 0.098 -1.911 4.863  C29 1.563, H140 1.087, H175 1.116, H270 1.081
40 C -0.974 4.544 1.881  C27 1.553, H125 1.123, H171 1.120, H233 1.062
41 C 5.104 7.000 -1.297  C42 1.494, C57 1.495, H139 1.098, H258 1.120
42 C 3.855 7.248 -0.517  N19 1.477, C41 1.494, C62 1.564, C95 1.532
43 C -3.354 2.393 0.804  C70 1.526, H113 1.080, H164 1.106, H243 1.107
44 C 4.050 -2.059 -3.911  C88 1.562, H142 1.122, H168 1.071, H178 1.102
45 C 3.499 1.839 7.867  C90 1.476, C91 1.492, H126 1.121, H161 1.091
46 C -3.229 0.748 6.864  C96 1.517, H145 1.107, H146 1.073, H158 1.108
47 C -6.812 -6.241 1.088  C67 1.493, C68 1.485, H162 1.170, H279 1.083
48 C 1.630 -4.485 -8.147  C36 1.544, H124 1.146, H219 1.093, H261 1.093
49 C -3.441 2.670 -4.631  C71 1.489, C99 1.561, H144 1.096, H208 1.118
50 C -3.216 -0.064 4.401  C76 1.516, C96 1.552, H262 1.127, H280 1.133
51 C 1.763 3.768 4.460  C79 1.564, H123 1.100, H220 1.118, H227 1.045
52 C -0.355 -3.689 -0.266  C74 1.547, H169 1.123, H177 1.067, H237 1.066
53 C -3.511 1.916 -7.029  C99 1.505, H185 1.095, H207 1.119, H210 1.107
54 C -1.254 -5.429 -5.822  N16 1.464, C34 1.521, C82 1.559, C93 1.499
55 C 1.985 1.749 5.810  C79 1.461, C90 1.563, H152 1.107, H244 1.118
56 C 3.521 -4.908 2.267  C28 1.572, H167 1.062, H264 1.076, H283 1.121
57 C 5.133 5.649 -1.937  C41 1.495, C105 1.534, H206 1.147, H234 1.076
58 C 2.017 0.531 -3.447  N17 1.493, C35 1.496, C77 1.559, C78 1.551
59 C -4.725 -4.095 2.218  C80 1.570, H116 1.103, H166 1.066, H195 1.065
60 C 4.814 3.899 8.178  C91 1.521, H112 1.124, H221 1.069, H277 1.116
61 C -3.876 -6.142 -0.245  C25 1.532, H118 1.079, H173 1.066, H230 1.086
62 C 2.739 7.561 -1.567  C42 1.564, H129 1.083, H165 1.123, H267 1.100
63 C -2.156 0.714 -5.328  C99 1.521, H137 1.112, H163 1.113, H274 1.101
64 C -5.875 1.142 -4.800  N20 1.523, C23 1.571, C69 1.515, C100 1.533
65 C -2.307 -2.291 4.024  C29 1.575, C76 1.529, H108 1.116, H252 1.094
66 C -1.487 5.733 -0.281  C27 1.509, C83 1.593, H224 1.128, H278 1.083
67 C -7.068 -4.825 1.484  C47 1.493, C80 1.567, H211 1.115, H290 1.096
68 C -6.416 -6.425 -0.331  C25 1.560, C47 1.485, H287 1.100, H289 1.082
69 C -6.632 0.021 -4.118  C64 1.515, H180 1.096, H216 1.092, H263 1.076
70 C -3.709 3.743 0.188  N18 1.503, C30 1.578, C43 1.526, C106 1.555
71 C -4.747 3.318 -4.330  C49 1.489, C100 1.515, H199 1.033, H250 1.115
72 C 3.545 3.798 1.098  C92 1.519, H196 1.103, H212 1.092, H285 1.099
73 C 4.630 -2.175 4.713  C81 1.486, C103 1.543, H225 1.067, H235 1.125
74 C -0.576 -2.238 0.221  N13 1.423, C52 1.547, C104 1.490, H172 1.097
75 C -1.420 -3.493 6.055  C29 1.532, H131 1.078, H132 1.121, H276 1.104
76 C -2.555 -0.939 3.354  C50 1.516, C65 1.529, H157 1.110, H202 1.090
77 C 1.751 0.202 -4.947  C58 1.559, H141 1.086, H150 1.108, H159 1.128
78 C 0.707 1.062 -2.807  C58 1.551, H119 1.090, H160 1.087, H260 1.097
79 C 2.769 2.745 5.084  N15 1.524, C51 1.564, C55 1.461, C94 1.531
80 C -5.864 -3.875 1.160  N12 1.474, C32 1.515, C59 1.570, C67 1.567
81 C 5.198 -1.312 3.646  C73 1.486, C84 1.464, H115 1.125, H213 1.085
82 C -2.711 -5.408 -6.374  C54 1.559, H193 1.100, H255 1.091, H282 1.108
83 C -1.719 4.410 -1.138  C30 1.470, C66 1.593, H133 1.111, H281 1.030
84 C 6.056 -2.040 2.710  N14 1.495, C81 1.464, C89 1.512, C98 1.553
85 C -1.968 6.741 1.977  C27 1.540, H127 1.103, H194 1.070, H266 1.093
86 C -0.700 -2.986 -5.486  C93 1.531, C101 1.514, H176 1.131, H215 1.102
87 C -5.136 -5.432 -2.203  C25 1.518, H187 1.137, H192 1.057, H228 1.088
88 C 3.694 -1.269 -2.612  N17 1.513, C24 1.591, C44 1.562, C102 1.561
89 C 7.349 -2.426 3.391  C84 1.512, H155 1.099, H209 1.090, H241 1.129
90 C 2.823 0.975 6.880  C45 1.476, C55 1.563, H197 1.101, H249 1.035
91 C 4.376 2.835 7.183  N15 1.484, C31 1.569, C45 1.492, C60 1.521
92 C 3.590 4.768 -0.070  N19 1.493, C37 1.525, C72 1.519, C105 1.520
93 C -0.969 -4.343 -4.829  C54 1.499, C86 1.531, H190 1.118, H229 1.086
94 C 3.648 2.236 3.939  C79 1.531, H203 1.080, H217 1.058, H275 1.083
95 C 4.020 8.513 0.331  C42 1.532, H218 1.094, H245 1.097, H272 1.140
96 C -2.431 0.144 5.723  N21 1.492, C26 1.554, C46 1.517, C50 1.552
97 C 4.478 1.048 -3.453  C24 1.518, C35 1.507, H222 1.112, H253 1.107
98 C 6.386 -1.073 1.541  C84 1.553, H147 1.095, H198 1.094, H268 1.097
99 C -3.461 1.446 -5.600  N20 1.427, C49 1.561, C53 1.505, C63 1.521
100 C -5.708 2.281 -3.787  C64 1.533, C71 1.515, H136 1.089, H286 1.094
101 C 0.483 -3.039 -6.430  C36 1.536, C86 1.514, H130 1.139, H153 1.113
102 C 3.910 -2.197 -1.375  C88 1.561, H110 1.061, H121 1.141, H257 1.109
103 C 3.806 -3.299 4.050  C28 1.478, C73 1.543, H151 1.107, H179 1.048
104 C 0.679 -1.655 0.772  O5 1.408, C74 1.490, H191 1.117, H271 1.092
105 C 4.857 4.568 -0.884  C57 1.534, C92 1.520, H232 1.068, H251 1.113
106 C -5.248 3.796 -0.024  C70 1.555, H149 1.095, H223 1.090, H254 1.100
107 H -0.941 -4.571 -9.102  C22 1.036
108 H -3.287 -2.751 4.295  C65 1.116
109 H 6.351 1.915 7.379  C31 1.091
110 H 4.943 -2.436 -1.379  C102 1.061
111 H 1.437 4.794 -0.405  C37 1.099
112 H 5.647 4.590 7.874  C60 1.124
113 H -3.802 1.677 0.130  C43 1.080
114 H 5.307 1.253 6.062  C31 1.101
115 H 4.318 -0.840 3.127  C81 1.125
116 H -5.080 -3.797 3.219  C59 1.103
117 H 6.086 2.809 5.815  C31 1.087
118 H -3.538 -6.771 -1.054  C61 1.079
119 H 0.932 1.198 -1.750  C78 1.090
120 H -0.086 -6.821 -4.752  C34 1.070
121 H 3.348 -3.174 -1.556  C102 1.141
122 H -0.271 -3.029 -9.269  C22 1.080
123 H 0.885 3.269 4.025  C51 1.100
124 H 2.150 -3.546 -8.549  C48 1.146
125 H -0.803 3.594 1.305  C40 1.123
126 H 2.724 2.443 8.406  C45 1.121
127 H -2.262 6.647 3.036  C85 1.103
128 H -6.863 -2.228 0.510  C32 1.067
129 H 1.721 7.512 -1.201  C62 1.083
130 H 1.450 -3.187 -5.846  C101 1.139
131 H -2.423 -3.737 6.367  C75 1.078
132 H -0.718 -3.428 6.927  C75 1.121
133 H -1.273 4.538 -2.147  C83 1.111
134 H 4.635 0.117 -1.428  C24 1.062
135 H -3.781 -0.040 -3.007  O1 0.964
136 H -6.684 2.592 -3.417  C100 1.089
137 H -2.095 -0.224 -5.924  C63 1.112
138 H 5.656 -3.556 0.340  O10 0.964
139 H 5.921 6.972 -0.564  C41 1.098
140 H 0.612 -2.799 4.505  C39 1.087
141 H 1.163 -0.709 -5.015  C77 1.086
142 H 4.188 -1.356 -4.775  C44 1.122
143 H -1.596 -3.255 -8.251  C22 1.055
144 H -2.750 3.414 -5.044  C49 1.096
145 H -3.529 1.761 6.536  C46 1.107
146 H -2.595 0.884 7.719  C46 1.073
147 H 6.734 -0.170 2.051  C98 1.095
148 H 2.926 1.714 -2.079  C35 1.120
149 H -5.600 3.163 -0.846  C106 1.095
150 H 2.712 0.134 -5.494  C77 1.108
151 H 3.443 -3.981 4.843  C103 1.107
152 H 1.163 2.168 6.421  C55 1.107
153 H 0.637 -2.090 -6.991  C101 1.113
154 H 6.041 -5.671 2.757  C38 1.126
155 H 7.240 -3.106 4.247  C89 1.099
156 H 3.987 5.275 6.099  O6 0.960
157 H -1.556 -0.524 3.102  C76 1.110
158 H -4.136 0.147 7.073  C46 1.108
159 H 1.129 1.021 -5.410  C77 1.128
160 H -0.044 0.289 -2.952  C78 1.087
161 H 3.998 1.229 8.620  C45 1.091
162 H -5.899 -6.695 1.661  C47 1.170
163 H -1.332 1.443 -5.497  C63 1.113
164 H -2.280 2.188 0.972  C43 1.106
165 H 2.841 8.656 -1.791  C62 1.123
166 H -4.411 -5.113 2.208  C59 1.066
167 H 2.943 -4.256 1.660  C56 1.062
168 H 4.969 -2.603 -3.831  C44 1.071
169 H -1.268 -4.203 -0.669  C52 1.123
170 H 2.901 2.439 -3.760  C35 1.085
171 H -1.403 4.421 2.908  C40 1.120
172 H -1.390 -2.262 0.957  C74 1.097
173 H -4.021 -6.742 0.624  C61 1.066
174 H 2.238 3.365 -1.089  C37 1.123
175 H 0.754 -1.545 5.689  C39 1.116
176 H -1.655 -2.623 -5.969  C86 1.131
177 H 0.416 -3.621 -1.001  C52 1.067
178 H 3.196 -2.677 -4.231  C44 1.102
179 H 2.984 -2.798 3.638  C103 1.048
180 H -7.562 0.481 -3.767  C69 1.096
181 H -1.278 -7.579 -5.725  C34 1.058
182 H -6.659 0.819 -6.893  C23 1.102
183 H -1.740 -6.770 -4.190  C34 1.105
184 H -1.634 2.006 4.930  C26 1.087
185 H -3.762 1.131 -7.750  C53 1.095
186 H -5.187 -1.866 1.190  C32 1.129
187 H -5.885 -4.705 -2.654  C87 1.137
188 H 4.981 -5.835 4.236  C38 1.091
189 H -5.000 -0.241 -6.755  O4 0.939
190 H -1.868 -4.213 -4.178  C93 1.118
191 H 1.118 -2.224 1.627  C104 1.117
192 H -5.466 -6.379 -2.538  C87 1.057
193 H -3.010 -4.437 -6.797  C82 1.100
194 H -2.612 7.503 1.589  C85 1.070
195 H -3.900 -3.526 1.856  C59 1.065
196 H 2.612 3.913 1.674  C72 1.103
197 H 2.176 0.267 7.420  C90 1.101
198 H 7.159 -1.499 0.894  C98 1.094
199 H -4.697 4.134 -3.697  C71 1.033
200 H -6.510 -2.132 2.311  C32 1.092
201 H -7.694 1.780 -5.918  C23 1.111
202 H -3.166 -0.867 2.454  C76 1.090
203 H 4.433 2.923 3.659  C94 1.080
204 H 0.636 -1.614 -2.308  O2 0.954
205 H -4.472 5.348 2.552  O9 0.967
206 H 4.320 5.646 -2.744  C57 1.147
207 H -4.286 2.704 -7.205  C53 1.119
208 H -2.931 2.399 -3.674  C49 1.118
209 H 7.811 -1.500 3.735  C89 1.090
210 H -2.532 2.345 -7.319  C53 1.107
211 H -7.372 -4.691 2.548  C67 1.115
212 H 3.568 2.745 0.810  C72 1.092
213 H 5.774 -0.505 4.085  C81 1.085
214 H -0.433 -0.522 7.023  O11 0.945
215 H -0.491 -2.251 -4.692  C86 1.102
216 H -6.119 -0.385 -3.244  C69 1.092
217 H 4.031 1.272 4.149  C94 1.058
218 H 4.582 9.203 -0.306  C95 1.094
219 H 1.538 -5.175 -8.991  C48 1.093
220 H 1.386 4.364 5.327  C51 1.118
221 H 5.193 3.318 8.992  C60 1.069
222 H 5.223 1.868 -3.358  C97 1.112
223 H -5.798 3.547 0.884  C106 1.090
224 H -1.980 6.558 -0.872  C66 1.128
225 H 3.984 -1.679 5.402  C73 1.067
226 H 6.407 -4.748 4.295  C38 1.120
227 H 2.161 4.351 3.689  C51 1.045
228 H -4.146 -5.295 -2.633  C87 1.088
229 H -0.142 -4.621 -4.182  C93 1.086
230 H -3.135 -5.367 -0.073  C61 1.086
231 H 2.425 4.952 -1.878  C37 1.082
232 H 4.782 3.624 -1.379  C105 1.068
233 H -0.100 5.141 1.961  C40 1.062
234 H 6.022 5.355 -2.468  C57 1.076
235 H 5.469 -2.693 5.253  C73 1.125
236 H 1.176 1.385 1.692  C33 1.086
237 H -0.053 -4.312 0.545  C52 1.066
238 H 5.736 -0.503 -2.553  C24 1.091
239 H -0.510 0.635 4.800  C26 1.122
240 H -3.938 0.106 -1.432  O1 0.979
241 H 7.961 -3.014 2.647  C89 1.129
242 H -6.271 2.509 -6.533  C23 1.066
243 H -3.929 2.332 1.747  C43 1.107
244 H 1.585 1.038 5.046  C55 1.118
245 H 3.060 8.924 0.667  C95 1.097
246 H 2.805 6.210 2.115  O8 0.995
247 H -0.988 -0.390 -0.599  N13 0.997
248 H 2.365 0.382 0.925  C33 1.107
249 H 3.546 0.385 6.434  C90 1.035
250 H -5.210 3.733 -5.256  C71 1.115
251 H 5.695 4.543 -0.152  C105 1.113
252 H -1.787 -3.039 3.418  C65 1.094
253 H 4.614 0.665 -4.483  C97 1.107
254 H -5.463 4.849 -0.256  C106 1.100
255 H -2.766 -6.126 -7.193  C82 1.091
256 H -3.217 3.143 -1.816  C30 1.079
257 H 3.595 -1.777 -0.398  C102 1.109
258 H 5.318 7.837 -2.010  C41 1.120
259 H -0.760 1.338 6.455  C26 1.129
260 H 0.351 2.040 -3.152  C78 1.097
261 H 2.301 -4.855 -7.367  C48 1.093
262 H -3.517 0.887 3.877  C50 1.127
263 H -6.914 -0.698 -4.867  C69 1.076
264 H 2.886 -5.437 2.957  C56 1.076
265 H -3.762 4.902 -1.634  C30 1.115
266 H -0.948 7.132 1.925  C85 1.093
267 H 2.841 6.924 -2.457  C62 1.100
268 H 5.470 -0.742 1.037  C98 1.097
269 H 0.329 -7.116 -7.374  O7 0.952
270 H 0.254 -1.177 4.085  C39 1.081
271 H 1.404 -1.648 -0.044  C104 1.092
272 H 4.666 8.287 1.243  C95 1.140
273 H -1.836 -1.573 -1.279  N13 1.042
274 H -2.141 0.469 -4.255  C63 1.101
275 H 2.995 2.231 3.075  C94 1.083
276 H -1.073 -4.236 5.315  C75 1.104
277 H 3.981 4.566 8.505  C60 1.116
278 H -0.484 6.138 -0.260  C66 1.083
279 H -7.718 -6.794 1.305  C47 1.083
280 H -4.199 -0.597 4.587  C50 1.133
281 H -1.200 3.633 -0.704  C83 1.030
282 H -3.475 -5.758 -5.651  C82 1.108
283 H 4.037 -5.671 1.628  C56 1.121
284 H -4.574 -2.769 -1.318  O3 0.946
285 H 4.353 3.956 1.828  C72 1.099
286 H -5.268 1.783 -2.919  C100 1.094
287 H -7.247 -6.053 -0.949  C68 1.100
288 H 1.978 -0.020 2.666  C33 1.124
289 H -6.096 -7.442 -0.517  C68 1.082
290 H -7.956 -4.503 0.927  C67 1.096

Atomic partial charges in e from the Löwdin method, atoms 1 to 4: -0.0532 -0.0673 -0.0490 -0.0114